Record 1
Here is a structure of composition C23H48Ga from OMol25. Energies are from wB97M-V/def2-TZVPD.

Geometry as XYZ:
```
72
Properties=species:S:1:pos:R:3:forces:R:3:mulliken_charge:R:1
H -4.022590 -7.609609 5.213354 -0.788 1.136 -0.245 0.25
H -2.108497 -2.057734 -1.914378 0.080 0.039 0.043 0.41
C 2.465139 -1.363215 -0.025418 -0.035 -0.046 -0.134 -0.99
H 4.085217 4.155327 -4.745182 0.024 0.009 0.056 0.35
H 2.334782 -1.329061 -2.859235 0.037 -0.009 -0.002 0.31
C -6.063736 -6.672616 5.039500 0.879 -0.044 0.646 -0.30
H 1.907478 4.766146 -3.613252 -0.008 -0.022 0.030 0.39
H 1.404098 0.004499 2.176673 0.016 0.046 -0.025 0.31
H -1.843443 -2.087599 -0.173287 -0.011 0.036 -0.008 0.19
H 3.050853 -0.108601 -3.907989 0.016 -0.087 -0.003 0.38
H 3.886755 6.409422 -4.683592 -0.017 -0.017 0.037 0.23
H 5.643577 4.389061 -2.798909 -0.033 0.024 0.027 0.37
C 1.128902 0.420518 1.204508 -0.173 0.066 -0.077 -1.35
H -5.367047 -4.925623 7.455430 0.245 -0.045 -0.099 -0.20
C 3.366456 0.274939 -1.805350 0.131 -0.101 0.033 0.38
H -6.158699 -3.511587 2.334444 -0.035 0.088 0.051 0.40
Ga -3.991709 -5.394033 6.744286 -0.194 0.497 0.212 0.14
H 4.181018 2.714738 -3.754033 0.016 0.058 -0.027 0.24
C 2.318541 3.755613 -3.576829 -0.031 -0.086 -0.209 -1.23
H -6.244408 -2.146376 1.222972 -0.021 0.024 0.019 0.32
H 2.041884 3.304161 -2.621117 -0.013 0.051 -0.011 0.22
C -4.499877 -6.584871 5.111042 -1.844 -0.111 -1.310 -0.51
C -2.278364 -1.504535 -0.986544 -0.076 -0.152 -0.174 -1.01
C 3.830660 3.751961 -3.759640 -0.008 -0.029 0.157 -0.31
H 4.179387 7.834307 -3.709759 -0.029 -0.055 -0.024 0.37
C -3.652031 -1.148682 1.797010 0.097 -0.080 -0.062 -0.38
C 4.565303 4.518352 -2.658422 0.144 0.006 -0.058 -0.62
C -2.376824 -2.839546 5.420072 -0.650 -0.516 -0.414 0.41
H -4.159333 -0.716044 -1.640362 -0.021 -0.043 0.026 0.37
H 4.333719 4.060850 -1.690229 -0.017 -0.010 -0.047 0.32
C -3.768963 -1.269382 -0.779381 0.028 0.150 0.022 -0.50
H 6.105313 7.388805 -5.182872 0.076 -0.029 0.051 0.37
H -3.846276 -2.938341 2.962100 -0.019 0.007 -0.063 0.12
C 5.966205 6.796550 -4.275063 -0.057 0.073 -0.185 -1.19
C -5.776919 -2.506156 2.143076 -0.010 -0.197 -0.059 -1.34
H -1.940605 -2.185743 4.620754 -0.578 -0.898 1.559 0.24
H 4.821337 6.454436 -1.765343 -0.005 0.002 -0.041 0.38
C 1.113190 -0.665984 0.136451 0.130 -0.089 0.164 0.26
H -4.192278 -6.117781 4.118852 -0.086 -0.621 1.235 0.20
C 3.199426 -0.675112 -2.984634 -0.084 0.177 -0.134 -1.31
H -1.741598 -0.555181 -1.056999 0.016 -0.029 0.051 0.24
H 0.366471 -1.416315 0.411258 0.042 0.041 -0.063 0.12
H 4.519291 -1.057543 -0.569425 -0.019 0.029 -0.034 0.42
H -3.035231 -6.204844 7.751116 0.041 0.050 -0.168 -0.24
H -3.924831 -0.493756 2.631564 -0.001 -0.049 -0.009 0.48
H 0.784214 -0.241523 -0.816443 0.020 -0.040 -0.018 0.19
C -4.257790 -2.533200 2.032781 0.002 0.103 0.178 0.01
H 3.817791 0.289109 0.294935 -0.014 -0.044 -0.013 0.34
C -7.286988 -6.665690 5.132903 0.364 -0.132 0.841 -0.29
H 4.088430 -1.297847 -3.111016 -0.046 -0.028 0.015 0.31
H -3.957829 -3.223430 1.238423 0.028 0.030 -0.023 0.20
H 4.221374 0.930547 -2.002970 -0.051 0.018 0.038 0.23
H 2.745916 -1.822747 0.928303 -0.031 0.028 -0.022 0.42
H 1.841803 3.178516 -4.373288 -0.051 0.025 0.089 0.36
H -4.296324 -2.228284 -0.767668 0.007 0.058 0.057 0.28
H -6.093926 -1.862354 2.967062 -0.004 -0.020 -0.033 0.29
H 1.831359 1.220096 0.959162 0.000 -0.014 0.036 0.36
C -4.075062 -0.471796 0.489328 -0.115 -0.013 0.050 -0.81
H 2.351792 -2.190656 -0.733710 0.031 0.026 0.032 0.32
H 0.137768 0.871084 1.298600 0.062 0.004 0.070 0.36
C 4.236543 6.012252 -2.579352 -0.153 -0.022 -0.022 -0.82
H -8.314842 -6.651457 5.574337 1.619 0.031 -1.052 0.32
H -2.559803 -1.232591 1.827389 -0.022 0.038 -0.005 -0.03
H 3.186579 6.140139 -2.296484 0.049 -0.025 0.008 0.32
C -3.011761 -3.672436 6.083753 0.995 0.701 -1.265 -0.99
H 6.327206 5.787434 -4.482807 0.016 0.034 0.029 0.29
H -5.148355 -0.257421 0.519901 0.040 -0.016 0.026 0.34
H -3.577629 0.503219 0.426629 0.006 -0.023 -0.048 0.38
C 3.609299 -0.453335 -0.482378 -0.024 0.097 0.112 -1.00
C 4.498618 6.798769 -3.865123 0.080 0.032 0.167 -0.36
H 2.491051 0.928067 -1.730100 0.030 -0.040 0.040 -0.04
H 6.588826 7.231720 -3.489384 0.011 -0.058 -0.020 0.29
```
Positions in Å, forces in eV/Å.

Calculated values
Energy: -2829.80074 Ha
E_HOMO: -0.182 Eh
Net charge: -1
Spin multiplicity: 1
E_LUMO: 2.01 eV



Record 2
Here is a structure of composition C15H13HfN3O5 from OMol25. Energies are from wB97M-V/def2-TZVPD.

Geometry as XYZ:
```
37
Properties=species:S:1:pos:R:3:forces:R:3:nbo_charge:R:1
H 1.041904 -0.608032 -2.162399 0.150 0.182 -0.006 0.19
H 4.798148 0.811065 0.002104 0.000 -0.008 0.005 0.25
C -0.362205 3.203945 -0.797233 -0.043 0.004 -0.139 0.76
C 2.734681 0.212055 -0.038200 0.020 0.025 -0.022 0.76
N 2.896549 -0.530780 -1.118735 -0.037 0.016 0.059 -0.53
C -3.670033 3.764955 0.999592 0.013 0.000 0.002 -0.08
O 1.570561 0.346975 0.463604 -0.266 -0.121 0.048 -0.79
C -3.031496 1.479201 0.918145 0.104 0.087 0.054 0.12
N -1.840073 1.839058 0.432297 -0.039 0.094 -0.030 -0.59
C 1.213296 -2.367572 -0.933023 0.014 0.022 0.071 0.20
C 1.696347 -3.656077 -0.925525 0.005 0.011 0.023 -0.21
H -4.395241 4.532894 1.234727 -0.001 -0.001 -0.005 0.26
H -4.940817 2.119375 1.629072 0.002 -0.001 0.002 0.28
O 0.186878 4.198512 -1.119162 -0.004 -0.016 0.003 -0.44
C 3.892516 0.884174 0.598595 0.000 -0.016 -0.003 -0.71
O -4.135198 -0.607462 1.335643 -0.026 -0.010 -0.057 -0.45
C -0.029678 -4.220950 0.632205 0.022 0.002 -0.007 -0.21
O -2.147014 -0.589313 0.257653 0.089 0.010 0.346 -0.89
Hf -0.405591 0.288077 -0.210048 -0.209 -0.255 0.014 2.70
C -0.470875 -2.911923 0.562467 -0.018 -0.012 -0.029 0.09
H 3.827716 -0.591588 -1.506604 0.003 -0.010 0.007 0.45
C -2.469009 4.116567 0.380489 0.021 0.003 0.088 -0.16
O -0.001570 1.940842 -1.213612 0.088 -0.107 -0.040 -0.89
C -3.979311 2.427184 1.241298 -0.003 0.001 0.000 -0.17
N 0.145023 -1.991518 -0.197077 0.011 -0.021 -0.390 -0.62
H 3.642999 1.931144 0.770311 0.000 -0.006 -0.012 0.28
H 4.062269 0.421903 1.573196 -0.001 0.004 0.015 0.29
H -0.556163 -4.926976 1.258025 -0.001 0.000 0.002 0.27
H 1.421779 -5.622963 -0.100838 -0.001 -0.001 -0.001 0.26
H -2.247087 5.134583 0.090857 0.001 0.000 0.003 0.28
H -1.347073 -2.584759 1.102607 -0.010 0.009 0.000 0.25
C -1.577205 3.106265 0.096498 -0.047 0.016 -0.157 0.11
H 2.540186 -3.927922 -1.545353 -0.001 0.000 -0.003 0.25
H 2.251226 -1.713950 -2.691917 0.032 0.015 0.009 0.28
C -3.211377 -0.019455 0.887115 0.040 0.049 0.134 0.76
C 1.828883 -1.286035 -1.785151 0.097 0.039 0.008 -0.26
C 1.066072 -4.601487 -0.121631 -0.007 -0.003 0.010 -0.08
```
Positions in Å, forces in eV/Å.

Calculated values
Energy: -1167.53691 Ha
E_HOMO: -0.615 Eh
Net charge: +2
Energy above the lowest of the compared OMol25 structures with the same formula, charge and spin: 63.47 kJ/mol
Spin multiplicity: 1
E_LUMO: -8.25 eV



Record 3
Here is an isolated molecule of C7H10 from OMol25. Energies are from wB97M-V/def2-TZVPD.

Geometry as XYZ:
```
17
Properties=species:S:1:pos:R:3:forces:R:3:nbo_charge:R:1
H 1.129309 -1.704916 -0.524192 -0.124 0.066 -0.159 0.23
H -0.105031 -1.546862 -1.786920 0.037 0.146 0.084 0.22
C 1.668753 -0.466950 1.462715 -0.132 0.347 -0.060 0.23
C 0.517990 -0.983765 -1.085297 0.011 -0.020 -0.025 -0.61
H -1.632012 1.642357 -0.169113 0.058 -0.176 -0.061 0.22
H -0.132098 0.709430 1.903438 0.098 -0.054 -0.134 0.25
H -2.164622 -0.467429 1.116301 0.105 0.006 -0.154 0.21
H -1.615067 0.691112 -1.727135 0.069 -0.040 0.182 0.21
C -1.438648 0.688052 -0.653620 0.012 0.173 -0.092 -0.42
H -2.133536 -1.423463 -0.436323 0.093 0.139 0.087 0.21
C 1.829000 0.921506 0.918808 0.093 -0.015 0.004 -0.63
C -1.750960 -0.568637 0.115940 -0.075 -0.182 0.117 -0.41
H 2.312771 1.014165 -0.054268 -0.035 -0.080 0.185 0.25
H 1.196550 -0.349012 -1.668768 -0.113 -0.093 0.081 0.21
C -0.321373 -0.166091 -0.117317 0.074 -0.057 -0.011 -0.05
H 2.171600 1.662043 1.640485 -0.058 -0.082 -0.087 0.26
C 0.467367 0.348464 1.065273 -0.112 -0.077 0.044 -0.40
```
Positions in Å, forces in eV/Å.

Calculated values
Energy: -272.52735 Ha
E_HOMO: -0.320 Eh
Energy above the lowest of the compared OMol25 structures with the same formula, charge and spin: 500.55 kJ/mol
Spin multiplicity: 1
E_LUMO: -0.32 eV



Record 4
Here is an isolated molecule of CH2INS from OMol25. Energies are from wB97M-V/def2-TZVPD.

Geometry as XYZ:
```
6
Properties=species:S:1:pos:R:3:forces:R:3:nbo_charge:R:1
C 1.141498 -0.159677 -0.069234 1.689 0.836 0.733 -0.11
H 1.587338 -1.136544 -0.124956 1.484 -0.045 -0.135 0.20
H 1.701688 0.823560 -0.008366 -0.673 -1.154 -0.556 0.19
S -1.274880 1.140966 0.087277 2.049 -1.660 0.353 0.04
I -3.106605 -0.265066 -0.026847 -0.709 -0.206 -0.036 0.11
N -0.049041 -0.403241 0.142127 -3.840 2.230 -0.360 -0.42
```
Positions in Å, forces in eV/Å.

Calculated values
Energy: -789.87425 Ha
E_HOMO: -0.318 Eh
Energy above the lowest of the compared OMol25 structures with the same formula, charge and spin: 117.46 kJ/mol
SMILES: C=NSI
Spin multiplicity: 1
E_LUMO: -0.31 eV



Record 5
Here is an isolated molecule of C3H3OP from OMol25. Energies are from wB97M-V/def2-TZVPD.

Geometry as XYZ:
```
8
Properties=species:S:1:pos:R:3:forces:R:3:nbo_charge:R:1
P 2.182626 0.052643 0.063422 -0.640 -0.601 0.179 0.29
H 0.481754 0.748097 1.793970 -0.705 -0.380 0.354 0.25
C 0.454352 -0.547019 -0.401960 1.585 -1.177 -1.266 -0.41
O -1.712150 0.561812 -0.481768 0.672 -0.066 0.308 -0.65
H -1.901311 -0.308480 -0.863515 -0.479 0.225 -0.018 0.48
C -0.349826 0.570358 -0.379455 -0.580 -0.503 1.028 0.24
H 0.204591 -1.624922 -0.483306 -0.109 0.797 0.337 0.24
C 0.639964 0.547510 0.752610 0.257 1.705 -0.922 -0.44
```
Positions in Å, forces in eV/Å.

Calculated values
Energy: -532.52537 Ha
E_HOMO (spin up / spin down): -0.256 / -0.254 Eh
Energy above the lowest of the compared OMol25 structures with the same formula, charge and spin: 411.82 kJ/mol
Spin multiplicity: 1
E_LUMO (spin up / spin down): 0.09 / -0.10 eV



Record 6
Here is an isolated molecule of C4H4O3 from OMol25. Energies are from wB97M-V/def2-TZVPD.

Geometry as XYZ:
```
11
Properties=species:S:1:pos:R:3:forces:R:3:nbo_charge:R:1
H -2.422590 -0.706611 -0.645878 0.167 -0.552 0.569 0.26
H 2.768393 -0.219145 1.257052 -0.006 -0.008 -0.054 0.13
C -0.344381 -0.200752 -0.408566 0.602 -0.447 -0.914 0.46
C 2.072254 0.121087 0.467222 0.340 0.298 -0.320 0.34
O 2.414117 0.768888 -0.485785 -0.097 -0.256 0.626 -0.43
O 0.264415 -0.434034 1.905251 0.111 0.042 -0.562 -0.44
C -1.776807 0.125199 -0.373841 -0.001 0.045 -1.109 -0.78
C 0.610910 -0.221765 0.767665 -0.074 -0.121 0.502 0.39
H -1.506326 0.435399 -1.465564 -2.724 1.571 1.572 0.32
O 0.098606 -0.307492 -1.543089 1.378 -0.845 0.855 -0.50
H -2.178592 0.639222 0.525535 0.304 0.272 -1.167 0.25
```
Positions in Å, forces in eV/Å.

Calculated values
Energy: -380.44735 Ha
E_HOMO: -0.362 Eh
Energy above the lowest of the compared OMol25 structures with the same formula, charge and spin: 261.70 kJ/mol
SMILES: CC(=O)C(=O)C=O
Spin multiplicity: 1
E_LUMO: -1.35 eV